No. 1
C25H21N5O4OsS as an isolated structure in a non-equilibrium geometry. Source: OMol25; level of theory: the ωB97M-V functional and the def2-TZVPD basis.

Positions of all 57 atoms, in Å:
Os -0.27 -0.39 -0.19
C -2.39 -3.40 -0.49
C -1.06 -3.32 -1.14
N -0.24 -2.26 -1.07
C 0.91 -2.56 -1.77
C 0.79 -3.82 -2.26
N -0.45 -4.27 -1.86
C 1.64 -4.71 -3.12
O 2.81 -4.24 -3.44
O 1.19 -5.77 -3.44
C 2.02 -1.55 -1.82
O 3.05 -1.83 -2.42
O 1.76 -0.46 -1.20
H -2.43 -2.66 0.31
H -2.57 -4.38 -0.07
H -3.19 -3.19 -1.21
H -0.77 -5.19 -2.10
H 3.00 -3.33 -3.09
N 0.09 -1.03 1.54
C 0.49 -0.27 2.49
C 0.74 -0.66 3.86
C 0.73 0.30 4.89
C 0.95 -0.08 6.20
C 1.20 -1.41 6.50
C 1.22 -2.37 5.49
C 0.99 -2.00 4.18
C 0.70 1.14 2.03
C 1.90 1.81 2.24
C 2.11 3.04 1.64
C 1.13 3.61 0.83
C -0.07 2.96 0.63
C -0.29 1.70 1.20
H 0.52 1.34 4.66
H 0.94 0.66 6.98
H 1.39 -1.70 7.52
H 1.43 -3.40 5.73
H 1.01 -2.73 3.38
H 2.66 1.36 2.86
H 3.04 3.57 1.81
H 1.30 4.58 0.38
H -0.86 3.44 0.05
H -1.31 1.31 1.25
N -1.84 4.70 -4.92
C -2.42 4.24 -3.84
S -3.69 5.04 -3.08
C -1.93 3.00 -3.20
C -0.56 2.75 -3.09
C -0.14 1.63 -2.40
N -1.00 0.77 -1.83
C -2.32 0.98 -1.99
C -2.82 2.08 -2.65
H -2.16 5.56 -5.35
H -1.13 4.17 -5.40
H 0.18 3.43 -3.50
H 0.91 1.38 -2.31
H -2.99 0.23 -1.59
H -3.89 2.19 -2.77

## Properties
**ΔE to the lowest compared entry with this formula, charge and spin**: 0.252 eV
**HOMO level (alpha / beta)**: -13.2350 / -13.9536 eV
**Charge**: +2
**<S²>**: 6.0269
**Kohn-Sham gap (alpha / beta)**: 5.195 / 3.525 eV
**2S+1**: 5

Mulliken population analysis, charges in e, atoms 1 to 4:
1. Os 1.04
2. C -1.37
3. C 0.26
4. N -0.14

No. 2
A 2-piece molecular cluster, C11H15N overall in a non-equilibrium geometry. Source: OMol25; level of theory: the ωB97M-V functional and the def2-TZVPD basis.

Positions of all 27 atoms, in Å:
C 1.55 2.49 -0.19
C 3.00 2.56 0.30
H 0.94 1.86 0.49
H 1.07 3.51 -0.24
H 1.56 2.27 -1.18
H 3.10 2.18 1.33
H 3.75 2.03 -0.25
H 3.50 3.57 0.33
C 0.51 -3.38 -0.19
C -1.28 -0.30 -0.56
C -1.05 -1.35 0.24
C 0.09 -2.00 -0.42
C 0.30 -1.44 -1.71
C -1.95 0.86 -0.14
C -2.58 0.80 1.00
C -2.46 -0.31 1.81
C -1.83 -1.44 1.36
N -0.56 -0.25 -1.75
H -1.83 1.70 -0.76
H -3.24 1.62 1.38
H -0.87 0.11 -2.71
H -3.05 -0.37 2.70
H 0.95 -1.49 -2.39
H -1.67 -2.44 1.96
H 0.70 -3.87 -1.11
H -0.22 -3.75 0.52
H 1.58 -3.18 0.20

## Properties
**ΔE to the lowest compared entry with this formula, charge and spin**: 3.433 eV
**HOMO level**: -7.8021 eV
**Kohn-Sham gap**: 8.672 eV

Mulliken population analysis, charges in e, atoms 1 to 4:
1. C -0.67
2. C -1.00
3. H 0.12
4. H 0.33

No. 3
An isolated ion of composition C27H29N2O4S4 and charge -1 in a non-equilibrium geometry. Source: OMol25; level of theory: the ωB97M-V functional and the def2-TZVPD basis.

Positions of all 66 atoms, in Å:
C 1.12 -5.62 -1.70
C 2.13 -5.41 -2.85
C 2.08 -3.92 -3.27
N 1.02 -3.34 -2.40
C 0.95 -1.99 -2.25
S 1.97 -1.08 -3.22
S -0.22 -1.36 -1.10
C 0.53 -4.25 -1.35
H 0.32 -6.30 -2.00
H 1.59 -6.05 -0.82
H 3.15 -5.65 -2.51
H 1.91 -6.05 -3.71
H 3.08 -3.44 -3.10
H 1.86 -3.81 -4.36
H -0.58 -4.30 -1.33
H 0.87 -3.94 -0.33
C 5.10 0.75 3.47
N 3.75 0.24 3.60
C 3.48 -0.42 4.85
C 2.85 0.20 2.58
C 1.58 -0.44 2.77
C 0.57 -0.22 1.85
C 0.82 0.50 0.68
C -0.20 0.61 -0.40
C -1.43 1.27 0.00
S -2.36 2.16 -1.19
C -2.18 1.14 -2.66
C -1.22 1.41 -3.65
C -0.84 0.37 -4.50
C -1.50 -0.86 -4.45
C -2.54 -1.06 -3.55
C -2.93 -0.03 -2.70
O -3.76 2.07 -0.82
O -1.77 3.47 -1.42
S -1.59 1.96 1.68
C -2.98 3.12 1.81
C -4.25 2.65 2.15
C -5.29 3.56 2.32
C -5.06 4.94 2.19
C -3.77 5.39 1.90
C -2.73 4.49 1.71
O -1.96 0.89 2.60
O -0.42 2.79 1.92
C 2.11 0.97 0.41
C 3.11 0.88 1.35
H 5.31 1.10 2.45
H 5.27 1.58 4.17
H 5.81 -0.06 3.71
H 2.52 -0.10 5.29
H 3.45 -1.51 4.73
H 4.28 -0.17 5.55
H 1.38 -1.03 3.66
H -0.39 -0.70 2.02
H 0.25 1.05 -1.32
H -0.78 2.40 -3.73
H 0.00 0.50 -5.18
H -1.17 -1.68 -5.11
H -3.04 -2.02 -3.48
H -3.76 -0.15 -2.01
H -4.40 1.58 2.27
H -6.28 3.18 2.57
H -5.88 5.64 2.31
H -3.56 6.46 1.83
H -1.71 4.83 1.47
H 2.30 1.40 -0.57
H 4.06 1.38 1.15

## Properties
**HOMO level**: -4.2935 eV
**Charge**: -1
**Kohn-Sham gap**: 6.872 eV

Mulliken population analysis, charges in e, atoms 1 to 4:
1. C -0.55
2. C -0.45
3. C -0.76
4. N 0.19

No. 4
One molecule with the formula C2H6NO3P in a non-equilibrium geometry. Source: OMol25; level of theory: the ωB97M-V functional and the def2-TZVPD basis.

Positions of all 13 atoms, in Å:
C 1.27 1.55 -0.22
C -1.19 -1.63 -0.13
N 0.83 0.20 -0.23
O -0.47 0.10 1.82
O 1.71 -0.84 -0.14
O -1.64 1.12 -0.37
P -0.93 0.07 0.37
H 0.47 2.16 -0.68
H 2.34 1.63 -0.64
H 1.39 1.82 0.78
H -1.34 -1.89 -1.21
H -0.39 -2.13 0.32
H -2.06 -2.16 0.32

## Properties
**ΔE to the lowest compared entry with this formula, charge and spin**: 4.021 eV
**HOMO level (alpha / beta)**: -10.7656 / -10.7658 eV
**Kohn-Sham gap (alpha / beta)**: 7.637 / 7.638 eV

Mulliken population analysis, charges in e, atoms 1 to 4:
1. C -0.72
2. C -0.96
3. N 0.35
4. O -0.64

No. 5
A 2-piece molecular cluster, C4H10N2O overall in a non-equilibrium geometry. Source: OMol25; level of theory: the ωB97M-V functional and the def2-TZVPD basis.

Positions of all 17 atoms, in Å:
C 0.15 -0.86 -1.56
C 1.11 -0.79 -0.39
C -2.04 0.09 1.19
C 1.66 0.37 0.03
N -1.44 0.83 0.09
N -0.45 1.55 0.38
O 2.50 0.46 1.02
H -0.81 -0.60 -1.23
H 0.19 -1.80 -2.08
H 1.35 -1.81 0.03
H -3.12 0.25 1.28
H -1.85 -0.90 0.99
H -1.68 0.51 2.15
H 1.62 1.32 -0.59
H 0.45 -0.18 -2.31
H -0.20 2.02 -0.45
H 2.56 -0.47 1.45

## Properties
**ΔE to the lowest compared entry with this formula, charge and spin**: 4.649 eV
**HOMO level**: -8.2177 eV
**Kohn-Sham gap**: 9.122 eV

Mulliken population analysis, charges in e, atoms 1 to 4:
1. C -1.27
2. C -0.31
3. C -0.67
4. C 0.27

No. 6
A 2-piece molecular cluster, C4H12NO2 overall in a non-equilibrium geometry. Source: OMol25; level of theory: the ωB97M-V functional and the def2-TZVPD basis.

Positions of all 19 atoms, in Å:
C 0.14 -1.72 -2.32
C 0.89 -1.58 -1.02
N 1.10 -0.18 -0.60
C 0.74 0.03 0.82
C 0.24 1.53 1.04
O -0.59 1.59 2.10
H 0.07 -2.76 -2.66
H -0.83 -1.31 -2.13
H 0.76 -1.28 -3.12
H 1.82 -2.18 -1.01
H 0.43 -2.12 -0.17
H 0.55 0.50 -1.11
H 0.02 -0.57 1.41
H 1.63 -0.31 1.40
H -0.37 1.78 0.10
H 1.12 2.16 1.13
H -1.95 2.53 2.37
H -2.83 1.53 1.66
O -2.93 2.37 2.12

## Properties
**ΔE to the lowest compared entry with this formula, charge and spin**: 1.523 eV
**HOMO level**: -2.9984 eV
**Charge**: -1
**Kohn-Sham gap**: 6.585 eV

Mulliken population analysis, charges in e, atoms 1 to 4:
1. C -1.21
2. C -0.27
3. N -0.37
4. C -0.63

No. 7
One molecule with the formula C4H6N2OS in a non-equilibrium geometry. Source: OMol25; level of theory: the ωB97M-V functional and the def2-TZVPD basis.

Positions of all 14 atoms, in Å:
C -3.03 -0.31 -0.10
C -0.71 -0.30 -0.35
C 0.40 -0.94 0.04
C 1.68 -0.27 0.08
H -2.13 1.37 0.65
H -3.89 1.42 0.66
H -3.99 -0.82 -0.26
H -0.67 0.71 -0.73
H 0.37 -2.03 0.29
H 2.45 -2.00 0.44
N -3.05 0.92 0.44
N -1.90 -0.94 -0.32
O 2.74 -1.07 0.29
S 1.91 1.31 -0.14

## Properties
**ΔE to the lowest compared entry with this formula, charge and spin**: 2.198 eV
**HOMO level**: -8.1738 eV
**Kohn-Sham gap**: 8.102 eV

Mulliken population analysis, charges in e, atoms 1 to 4:
1. C 0.15
2. C -0.62
3. C -0.18
4. C 0.67

No. 8
One molecule with the formula C9H5N3O3 in a non-equilibrium geometry. Source: OMol25; level of theory: the ωB97M-V functional and the def2-TZVPD basis.

Positions of all 20 atoms, in Å:
C -0.69 -0.98 -0.47
C -4.05 -0.72 0.06
C -0.06 3.01 -0.51
C -2.49 0.76 0.37
C -1.90 -0.58 -0.03
C -1.80 1.89 0.63
C 0.57 -0.46 -0.05
C 2.68 -0.47 0.61
C 1.00 0.89 -0.05
N -3.85 0.49 0.37
N 0.71 2.01 -0.72
N 1.50 -1.24 0.36
O -2.95 -1.41 -0.28
O -1.15 2.95 0.34
O 2.30 0.92 0.36
H -0.61 -1.96 -0.98
H -5.07 -1.06 0.10
H -0.06 3.91 -0.95
H 2.89 -0.41 1.71
H 3.41 -0.63 -0.13

## Properties
**ΔE to the lowest compared entry with this formula, charge and spin**: 5.278 eV
**HOMO level (alpha / beta)**: -8.0289 / -7.1117 eV
**Kohn-Sham gap (alpha / beta)**: 7.232 / 6.987 eV

Mulliken population analysis, charges in e, atoms 1 to 4:
1. C -0.80
2. C -0.03
3. C 0.07
4. C 0.80

No. 9
A 14-piece molecular cluster, C41H108N13O20 overall in a non-equilibrium geometry. Source: OMol25; level of theory: the ωB97M-V functional and the def2-TZVPD basis.

Positions of all 182 atoms, in Å:
C 2.77 3.09 -5.45
C 2.08 3.06 -3.93
O 1.57 2.07 -3.50
N 2.21 4.27 -3.21
H 2.70 5.04 -3.65
H -1.98 1.55 -7.04
C 2.15 4.47 -1.79
H 3.74 3.49 -5.37
H 2.13 3.78 -6.03
H 2.69 2.10 -5.79
H 2.94 5.01 -1.32
H 2.09 3.48 -1.38
H 1.16 4.74 -1.55
C -6.83 1.78 4.39
C -5.41 2.05 4.48
O -4.74 2.61 3.68
N -4.65 1.52 5.67
H -4.05 0.85 5.10
H -4.11 2.28 6.01
C -5.51 1.04 6.78
H -6.89 0.72 4.16
H -7.50 2.28 3.67
H -7.43 1.79 5.28
H -6.34 1.80 6.97
H -4.89 0.97 7.65
H -5.77 0.07 6.52
C 0.70 -2.31 -3.15
C 0.95 -0.97 -2.30
O 1.94 -0.76 -1.64
N -0.05 0.19 -2.58
H -0.88 -0.04 -3.25
H 1.20 1.83 3.35
C 0.27 1.18 -1.91
H 0.28 -2.07 -4.15
H -0.11 -2.73 -2.43
H 1.54 -2.99 -3.18
H 1.06 1.08 -1.27
H -0.50 1.93 -1.97
H -3.05 0.97 -9.41
C -7.55 -4.98 -7.87
C -8.60 -5.70 -6.95
O -9.22 -5.06 -6.16
N -8.59 -7.06 -7.17
H -2.88 0.10 1.29
H -7.92 -7.57 -7.84
C -9.67 -7.85 -6.63
H -6.65 -4.66 -7.32
H -7.93 -4.03 -8.18
H -7.23 -5.64 -8.65
H -10.22 -7.14 -5.99
H -9.36 -8.62 -5.96
H -10.32 -8.14 -7.48
C 4.24 8.64 3.80
C 3.96 10.09 3.42
C 2.94 10.71 4.35
C 3.25 10.64 5.79
N 2.19 11.30 6.75
C 2.06 12.82 6.41
C 3.48 13.34 6.70
C 3.83 12.64 8.00
C 2.78 11.45 8.13
C 0.84 10.63 6.78
H 4.98 8.66 4.64
H 4.71 8.03 3.03
H 3.35 8.11 4.23
H 3.59 10.26 2.41
H 4.92 10.61 3.42
H 2.05 10.13 4.17
H 2.70 11.71 3.99
H 4.28 11.03 6.07
H 3.33 9.59 6.17
H 1.39 13.17 7.21
H 1.55 12.97 5.45
H 3.50 14.42 6.80
H 4.20 13.12 5.93
H 3.71 13.13 8.95
H 4.80 12.14 7.98
H 1.97 11.77 8.83
H 3.18 10.48 8.53
H 0.81 9.89 7.59
H 0.73 10.08 5.92
H 0.04 11.31 6.93
C 8.85 -7.78 -6.24
N 9.84 -7.81 -7.44
C 9.47 -9.11 -8.17
C 9.42 -6.68 -8.40
C 11.28 -7.71 -7.07
C 11.68 -8.35 -5.76
O 11.32 -7.48 -4.75
H 9.19 -8.56 -5.61
H 7.85 -7.83 -6.73
H 9.03 -6.80 -5.72
H 10.10 -9.22 -9.06
H 8.45 -9.15 -8.46
H 9.76 -9.93 -7.54
H 9.51 -5.71 -7.85
H 8.37 -6.86 -8.70
H 10.02 -6.70 -9.34
H 11.47 -6.65 -7.01
H 11.84 -8.14 -7.80
H 12.76 -8.56 -5.72
H 11.08 -9.32 -5.76
H 11.31 -7.74 -3.83
C 5.55 -0.45 3.30
N 5.95 0.70 4.08
C 5.03 0.85 5.24
C 7.35 0.55 4.53
C 5.94 1.97 3.18
C 4.61 2.27 2.67
O 3.76 3.00 3.62
H 6.13 -0.47 2.35
H 4.52 -0.46 3.00
H 5.74 -1.30 3.87
H 5.22 -0.03 5.85
H 4.06 0.76 4.77
H 5.29 1.72 5.79
H 7.47 -0.48 4.89
H 7.56 1.25 5.35
H 8.08 0.82 3.74
H 6.55 1.73 2.33
H 6.39 2.76 3.77
H 4.07 1.37 2.45
H 4.70 2.80 1.77
H 3.65 3.86 3.26
C -1.20 -10.19 3.94
N -2.66 -10.49 3.64
C -3.55 -9.31 3.61
C -2.71 -11.15 2.27
C -3.19 -11.58 4.65
C -3.43 -11.30 6.03
O -4.49 -10.36 6.15
H -0.74 -9.71 3.10
H -0.64 -11.10 4.15
H -1.21 -9.74 4.91
H -3.59 -8.81 4.55
H -4.51 -9.70 3.31
H -3.16 -8.69 2.83
H -3.78 -11.51 2.04
H -1.99 -12.00 2.27
H -2.48 -10.39 1.56
H -2.43 -12.31 4.52
H -4.08 -12.03 4.22
H -2.46 -10.99 6.51
H -3.67 -12.28 6.53
H -4.66 -10.24 7.07
C -8.08 1.97 -6.20
N -8.07 2.01 -4.64
C -7.27 0.80 -4.08
C -7.42 3.36 -4.22
C -9.45 1.94 -4.00
C -10.42 0.82 -4.39
O -9.99 -0.39 -3.78
H -8.77 2.75 -6.51
H -8.49 1.06 -6.54
H -7.09 2.07 -6.57
H -7.28 1.02 -3.01
H -6.20 0.79 -4.40
H -7.72 -0.10 -4.40
H -8.16 4.17 -4.41
H -6.58 3.45 -4.79
H -7.19 3.34 -3.12
H -9.98 2.84 -4.21
H -9.12 1.81 -2.97
H -10.53 0.72 -5.43
H -11.37 1.26 -4.01
H -10.81 -0.84 -3.52
N 1.75 1.09 1.69
O 1.17 2.14 1.08
O 2.34 0.22 1.11
O 1.65 1.03 2.97
N -2.71 -0.24 3.10
O -2.67 -1.39 2.77
O -2.87 0.65 2.18
O -2.72 0.05 4.29
N -1.76 0.54 -5.39
O -0.58 0.44 -5.71
O -2.58 0.99 -6.39
O -2.18 0.37 -4.25
N -4.34 2.06 -0.70
O -4.38 3.15 -1.28
O -5.27 1.38 -0.64
O -3.24 1.66 -0.23

## Properties
**ΔE to the lowest compared entry with this formula, charge and spin**: 0.000 eV
**HOMO level**: -9.1369 eV
**Charge**: +5
**Kohn-Sham gap**: 1.264 eV

Mulliken population analysis, charges in e, atoms 1 to 4:
1. C -1.21
2. C 0.45
3. O -0.48
4. N -0.18